1.
Computed, not measured: a molecular structure, C26H32InN10O8P2SbSe4 in a non-equilibrium geometry, with the ωB97M-V functional and the def2-TZVPD basis.

```
84
Properties=species:S:1:pos:R:3:forces:R:3:lowdin_charge:R:1
In -0.345 -0.182 0.641 0.8 0.1 0.6 0.50
Se 6.560 2.926 1.110 0.0 0.0 -0.1 -0.42
Sb 4.556 2.453 2.483 0.1 0.0 0.0 -0.04
Se 1.298 1.664 1.307 -0.5 -0.1 -0.5 0.12
Se 3.369 0.697 0.720 0.0 0.2 0.1 -0.04
Se 5.047 0.834 4.273 0.1 -0.1 0.1 -0.44
C -4.114 -0.166 -3.189 0.0 0.0 0.0 -0.06
C -2.854 -0.081 -2.334 0.1 0.0 0.0 -0.58
O -1.755 0.032 -3.212 0.1 -0.1 0.1 -0.07
P -2.920 1.341 -1.179 -0.1 0.1 0.2 0.48
O -3.055 2.642 -2.083 -0.1 0.2 0.0 -0.10
O -4.281 1.257 -0.405 0.1 0.2 -0.2 -0.13
O -1.700 1.407 -0.322 -0.1 -0.1 -0.1 -0.34
P -2.797 -1.496 -1.143 0.0 -0.1 -0.1 0.39
O -3.037 -2.811 -2.002 0.0 0.0 0.1 -0.12
O -3.919 -1.230 -0.184 0.0 -0.1 0.0 -0.29
O -1.383 -1.560 -0.571 -0.1 0.0 -0.1 -0.33
H -4.225 0.749 -3.772 0.0 0.0 0.0 0.08
H -5.002 -0.323 -2.580 0.0 0.0 0.0 0.08
H -3.999 -1.007 -3.874 0.0 0.0 0.0 0.08
H -0.943 0.424 -2.804 -0.1 0.0 -0.1 0.03
H -2.602 3.392 -1.672 0.1 -0.1 -0.1 0.09
H -4.334 0.292 -0.097 0.0 -0.1 0.0 0.04
H -3.134 -3.564 -1.371 0.0 0.1 -0.1 0.03
N 3.604 -4.243 3.806 0.0 0.0 -0.1 0.12
C 2.608 -3.419 3.312 0.0 0.0 0.0 -0.33
C 2.631 -2.047 3.550 0.0 0.0 0.0 -0.01
C 1.657 -1.255 2.979 0.1 -0.1 0.0 -0.18
N 0.678 -1.733 2.197 -0.1 -0.1 0.0 -0.03
C 0.610 -3.061 2.038 0.0 0.0 0.0 -0.14
C 1.534 -3.934 2.572 0.0 0.0 0.0 -0.03
H 4.462 -3.765 4.038 0.0 0.0 0.0 0.10
H 3.762 -5.098 3.296 0.0 0.0 0.0 0.09
H 3.433 -1.555 4.093 0.0 0.0 0.0 0.04
H 1.700 -0.182 3.111 0.0 0.0 0.0 0.03
H -0.194 -3.432 1.413 0.0 0.0 0.0 0.11
H 1.434 -4.998 2.396 0.0 0.0 0.0 0.11
C 6.335 1.534 -2.726 0.0 0.0 0.0 -0.06
C 6.257 0.073 -2.373 0.0 0.0 0.0 -0.26
C 6.306 -0.914 -3.352 0.0 0.0 0.0 -0.05
C 6.184 -2.257 -3.025 0.0 0.0 0.0 -0.05
C 6.031 -2.632 -1.698 0.0 0.0 0.0 -0.27
N 5.924 -4.024 -1.377 -0.1 0.0 0.0 0.12
C 5.211 -4.515 -0.307 0.0 0.0 0.0 -0.55
O 5.588 -5.474 0.353 0.0 0.1 -0.1 0.03
N 4.035 -3.870 -0.019 0.0 -0.1 0.0 0.15
C 3.168 -3.140 -0.852 -0.1 0.1 0.0 -0.20
C 3.021 -3.310 -2.218 0.0 0.0 0.0 0.00
C 2.034 -2.576 -2.859 0.0 0.0 0.0 -0.03
C 1.208 -1.742 -2.126 -0.1 0.0 0.0 -0.13
N 1.361 -1.563 -0.813 0.1 0.1 0.0 0.04
C 2.347 -2.219 -0.214 0.0 0.1 -0.1 -0.14
C 6.009 -1.658 -0.707 0.0 0.0 0.0 -0.01
C 6.116 -0.318 -1.043 0.0 0.0 0.0 -0.06
H 7.059 1.711 -3.525 0.0 0.0 0.0 0.07
H 6.603 2.128 -1.851 0.0 0.0 0.0 0.03
H 5.362 1.890 -3.075 0.0 0.0 0.0 0.07
H 6.423 -0.628 -4.393 0.0 0.0 0.0 0.10
H 6.191 -3.018 -3.797 0.0 0.0 0.0 0.10
H 6.719 -4.602 -1.596 0.1 0.0 0.1 0.14
H 3.667 -4.085 0.894 0.0 0.0 0.0 0.12
H 3.651 -4.000 -2.763 0.0 0.0 0.0 0.11
H 1.881 -2.673 -3.925 0.0 0.0 0.0 0.11
H 0.399 -1.204 -2.601 0.0 0.0 0.0 0.09
H 2.530 -2.011 0.825 0.0 0.0 0.1 0.05
H 5.907 -1.936 0.335 0.0 0.0 0.0 0.13
H 6.123 0.440 -0.261 0.0 0.0 0.0 0.02
N -2.009 -0.496 2.147 -0.1 -0.1 0.0 0.11
C -2.420 -1.589 2.241 -0.1 0.2 -0.1 -0.38
N -2.864 -2.784 2.410 0.0 -0.1 0.0 0.09
C -3.064 -3.547 1.360 0.0 0.0 0.0 -0.41
N -3.233 -4.286 0.478 0.1 0.0 0.0 0.10
C 3.434 3.472 -1.661 0.0 0.0 0.1 -0.04
N 2.191 2.949 -2.212 0.0 0.0 0.0 -0.11
C 1.142 3.702 -2.673 0.0 0.0 0.0 -0.08
C 0.158 2.819 -2.997 0.0 0.0 0.0 -0.16
N 0.574 1.537 -2.733 0.0 -0.1 -0.1 0.05
C 1.802 1.658 -2.270 0.0 0.1 0.2 -0.20
H 4.019 3.963 -2.439 0.0 0.0 0.0 0.09
H 4.006 2.662 -1.218 0.0 0.0 0.0 0.01
H 3.218 4.181 -0.863 0.0 0.0 0.0 0.10
H 1.194 4.776 -2.721 0.0 0.0 0.0 0.11
H -0.817 3.013 -3.407 -0.1 0.0 0.0 0.09
H 2.435 0.863 -1.908 0.0 0.0 0.0 0.07
```
Positions in Å, forces in eV/Å.

Computed properties:
**Gap between HOMO and LUMO**: 5.08 eV
**Charge**: -2
**Calculated total energy**: -350450.710 eV



2.
Computed, not measured: a single C26H32N2O5 molecule, with the ωB97M-V functional and the def2-TZVPD basis.

```
65
Properties=species:S:1:pos:R:3:forces:R:3:lowdin_charge:R:1
C -0.450 1.540 6.085 -0.3 -0.1 -0.1 -0.08
C -1.463 0.949 5.110 0.2 0.1 0.2 -0.26
N -0.808 0.121 4.110 -0.1 0.0 0.0 -0.20
C -1.643 -0.970 3.635 0.0 -0.2 0.2 -0.26
C -1.607 -2.153 4.598 -0.1 0.2 -0.3 -0.08
C -0.214 0.892 3.032 0.3 -0.2 0.0 -0.20
C 1.076 0.230 2.542 -0.2 0.4 -0.2 -0.14
C 1.727 1.018 1.405 0.2 -0.1 0.3 -0.13
N 0.848 1.189 0.275 -0.1 -0.1 -0.1 -0.02
C 0.464 2.400 -0.188 0.3 0.5 0.4 -0.38
O 0.805 3.469 0.270 -0.1 0.1 -0.1 0.10
C -0.463 2.151 -1.379 -0.5 0.2 -0.5 -0.25
O -1.005 3.022 -2.022 0.4 0.0 0.4 0.12
C -0.557 0.706 -1.511 -0.1 -0.5 0.0 -0.02
C -1.398 0.006 -2.315 0.2 0.4 0.2 -0.19
O -1.553 -1.322 -2.244 0.0 0.0 0.0 0.13
C -2.261 0.630 -3.331 -0.1 -0.1 -0.2 -0.15
C -1.745 1.524 -4.264 0.0 -0.2 0.1 -0.02
C -2.574 2.077 -5.221 0.0 0.0 -0.1 -0.07
C -3.919 1.746 -5.256 0.0 0.0 0.0 -0.08
C -4.433 0.843 -4.341 -0.1 0.0 0.0 -0.08
C -3.607 0.279 -3.387 0.1 0.0 0.1 -0.02
C 0.352 0.064 -0.482 -0.2 -0.3 -0.2 -0.17
C 1.481 -0.699 -1.145 -0.1 -0.5 0.2 -0.08
C 2.535 -0.002 -1.715 0.2 -0.1 -0.1 0.05
C 3.588 -0.678 -2.319 -0.2 -0.1 0.1 -0.26
O 4.663 -0.084 -2.899 0.0 -0.3 0.0 -0.08
C 4.729 1.324 -2.909 0.0 0.2 0.0 -0.08
C 3.565 -2.072 -2.341 0.1 0.2 0.0 0.01
C 2.512 -2.773 -1.790 -0.1 -0.1 0.1 0.00
C 1.458 -2.094 -1.192 0.1 0.4 0.0 -0.21
O 0.344 -2.701 -0.642 0.1 0.4 -0.1 -0.14
C 0.292 -4.110 -0.619 -0.1 -0.3 0.0 -0.06
H -0.966 2.092 6.867 0.0 0.1 0.1 0.07
H 0.129 0.741 6.539 0.1 -0.1 0.1 0.07
H 0.234 2.217 5.581 0.1 0.1 0.0 0.06
H -2.156 0.320 5.671 0.0 0.0 0.0 0.11
H -2.052 1.757 4.643 0.0 -0.1 0.0 0.12
H -2.686 -0.645 3.478 0.1 0.0 -0.1 0.12
H -1.256 -1.303 2.670 0.0 0.0 0.0 0.10
H -2.182 -2.982 4.192 -0.1 -0.1 0.0 0.07
H -0.579 -2.472 4.747 0.1 -0.1 0.0 0.07
H -2.025 -1.886 5.565 0.0 0.0 0.1 0.06
H 0.032 1.889 3.401 0.0 0.1 0.0 0.12
H -0.916 1.022 2.191 0.0 0.1 0.1 0.13
H 1.776 0.171 3.375 0.0 -0.1 0.0 0.12
H 0.873 -0.791 2.214 0.0 -0.1 0.0 0.10
H 2.642 0.507 1.081 0.0 0.1 0.0 0.13
H 1.980 2.027 1.740 0.1 -0.1 -0.1 0.13
H -0.972 -1.735 -1.577 0.0 0.0 0.0 0.09
H -0.696 1.773 -4.244 0.1 0.0 0.0 0.12
H -2.170 2.772 -5.941 0.0 0.1 -0.1 0.11
H -4.565 2.188 -6.000 0.0 0.0 -0.1 0.10
H -5.479 0.577 -4.370 -0.1 0.0 0.0 0.10
H -4.001 -0.425 -2.669 0.0 -0.1 0.0 0.12
H -0.198 -0.617 0.182 0.0 0.1 -0.1 0.15
H 2.514 1.076 -1.671 0.1 0.1 0.0 0.12
H 5.657 1.569 -3.422 -0.1 0.0 0.0 0.09
H 4.757 1.733 -1.895 0.0 0.0 0.0 0.10
H 3.887 1.761 -3.454 0.0 0.0 0.0 0.10
H 4.386 -2.593 -2.806 0.1 -0.1 -0.1 0.12
H 2.523 -3.849 -1.833 0.0 -0.1 0.0 0.11
H 0.286 -4.524 -1.632 0.0 0.0 0.0 0.10
H 1.128 -4.530 -0.054 0.0 0.0 0.0 0.10
H -0.643 -4.360 -0.121 0.1 -0.1 0.0 0.10
```
Positions in Å, forces in eV/Å.

Computed properties:
**Gap between HOMO and LUMO**: 8.35 eV
**SMILES string**: CCN(CC)CCCN1C(=O)C(=O)/C(=C(/O)c2ccccc2)[C@H]1c1cc(OC)ccc1OC
**Calculated total energy**: -40698.497 eV



3.
Computed, not measured: a molecular structure, C26H32N3O7V in a non-equilibrium geometry, with the ωB97M-V functional and the def2-TZVPD basis.

```
69
Properties=species:S:1:pos:R:3:forces:R:3:lowdin_charge:R:1
V -0.402 1.263 0.938 -0.2 1.1 0.2 0.92
C -1.223 2.734 -1.606 0.1 -0.2 0.0 -0.11
C -2.330 3.613 -1.058 0.0 0.1 0.0 -0.15
O -2.423 3.496 0.354 0.0 0.0 0.0 -0.17
C -2.127 4.650 1.122 0.0 -0.1 0.0 -0.16
C -0.634 4.878 1.218 0.2 0.0 -0.1 -0.14
O 0.073 3.668 1.467 -0.3 -0.2 0.2 -0.17
C 0.596 3.483 2.784 0.1 0.1 -0.1 -0.15
C -0.391 2.777 3.677 0.0 -0.1 0.0 -0.13
O -0.611 1.466 3.126 -0.2 0.0 0.0 -0.20
C -1.846 0.836 3.515 0.2 0.0 0.0 -0.12
C -2.943 1.111 2.507 -0.1 -0.1 -0.1 -0.13
O -2.450 0.634 1.252 0.0 0.0 -0.1 -0.24
C -3.299 0.761 0.103 0.0 0.0 0.1 -0.13
C -2.411 0.626 -1.130 0.1 0.1 0.0 -0.11
O -1.208 1.409 -1.040 -0.3 0.1 -0.1 -0.21
H -0.236 3.130 -1.365 0.0 0.0 0.0 0.14
H -1.315 2.656 -2.692 0.0 0.0 0.0 0.14
H -3.299 3.331 -1.477 0.0 0.0 0.0 0.13
H -2.134 4.643 -1.370 0.0 0.0 0.0 0.14
H -2.558 4.465 2.106 0.0 0.0 0.0 0.12
H -2.618 5.535 0.705 0.0 0.0 0.0 0.14
H -0.418 5.622 1.989 0.0 0.0 0.0 0.14
H -0.249 5.266 0.272 0.0 0.0 0.0 0.14
H 0.881 4.440 3.228 0.0 0.0 0.0 0.14
H 1.489 2.871 2.656 0.0 0.0 0.0 0.13
H -1.343 3.314 3.730 0.0 0.0 0.0 0.13
H 0.011 2.679 4.688 0.0 0.0 0.0 0.15
H -2.144 1.166 4.511 0.0 0.0 0.0 0.14
H -1.635 -0.232 3.551 0.0 0.0 0.0 0.14
H -3.173 2.175 2.417 0.0 0.0 0.0 0.13
H -3.850 0.571 2.791 0.0 0.0 0.0 0.15
H -3.827 1.710 0.147 0.0 0.1 0.0 0.12
H -4.027 -0.055 0.100 0.0 0.0 0.0 0.15
H -2.970 0.891 -2.029 0.0 0.0 0.0 0.15
H -2.068 -0.403 -1.231 0.0 0.0 0.0 0.14
C -0.353 -4.854 -5.003 0.1 0.0 0.0 -0.08
O 0.377 -3.697 -4.623 0.0 0.0 0.1 -0.08
C 1.282 -3.832 -3.619 0.0 0.0 -0.1 -0.28
C 1.517 -5.014 -2.928 0.1 0.0 0.1 -0.01
C 2.482 -5.029 -1.925 -0.1 -0.1 -0.1 -0.03
C 3.170 -3.884 -1.575 0.3 -0.1 0.3 -0.28
C 2.959 -2.711 -2.300 0.0 0.1 0.0 -0.02
C 2.025 -2.688 -3.313 0.0 0.0 0.0 0.01
N 4.182 -4.063 -0.549 -0.2 0.1 -0.3 0.07
N 4.426 -3.210 0.313 -0.4 0.3 0.1 0.08
C 3.619 -2.006 0.429 0.3 -0.4 0.0 -0.25
C 4.284 -0.814 0.445 0.1 0.4 -0.1 -0.02
C 3.613 0.425 0.505 0.3 -0.3 0.0 0.01
C 2.241 0.469 0.597 -0.5 0.1 0.0 -0.33
O 1.528 1.576 0.633 0.5 -0.2 0.0 -0.18
C 1.546 -0.789 0.692 -0.2 0.2 0.0 -0.11
N 0.180 -0.703 0.862 0.5 -0.8 -0.1 0.03
C -0.508 -1.820 0.980 0.0 -0.1 0.0 -0.11
C 0.090 -3.090 0.978 -0.2 0.1 0.0 -0.02
C 1.440 -3.190 0.814 0.2 0.0 -0.1 0.02
C 2.216 -2.022 0.625 0.0 -0.2 0.1 -0.10
H -1.020 -4.544 -5.801 0.0 0.0 0.0 0.09
H -0.941 -5.242 -4.168 0.0 0.0 0.0 0.09
H 0.317 -5.634 -5.371 0.0 0.0 0.0 0.10
H 0.989 -5.923 -3.170 0.0 0.0 0.0 0.10
H 2.705 -5.951 -1.401 0.0 0.0 0.0 0.12
H 3.535 -1.821 -2.088 0.0 0.0 0.0 0.12
H 1.861 -1.793 -3.899 0.0 0.0 0.0 0.12
H 5.364 -0.837 0.365 0.0 0.0 0.0 0.12
H 4.169 1.352 0.469 0.0 0.0 0.0 0.12
H -1.579 -1.715 1.109 0.0 0.0 0.0 0.11
H -0.525 -3.968 1.118 0.0 0.0 0.0 0.11
H 1.922 -4.158 0.843 0.0 0.0 0.0 0.12
```
Positions in Å, forces in eV/Å.

Computed properties:
**Gap between HOMO and LUMO (spin up / spin down)**: 6.97 / 7.13 eV
**Charge**: +1
**Calculated total energy**: -71964.720 eV
**Spin multiplicity**: 4